## one
Here is 2 unconnected molecules or ions with the total composition C6H14N2O from OMol25. Energies are from ωB97M-V/def2-TZVPD.

The geometry in XYZ format:
```
23
Properties=species:S:1:pos:R:3
C 1.605 -1.312 -1.521
H -2.817 0.639 0.387
H 3.329 -1.505 1.132
C -0.011 1.094 0.260
H -2.822 -0.471 -2.220
H -0.545 1.723 2.252
H 0.739 2.679 1.528
H 1.074 1.054 2.136
C 0.340 1.669 1.621
H -1.609 0.650 -2.219
N -1.465 -0.812 -0.806
H 0.847 1.104 -0.414
C 1.841 -1.074 -0.251
H -0.645 -0.939 1.088
O -2.250 0.267 1.084
H -0.616 -1.179 -1.256
C -1.131 -0.206 0.443
N -2.214 0.082 -1.627
C 2.290 -1.264 0.958
H 1.666 -1.153 1.832
H -0.670 1.792 -0.268
H 1.588 -0.518 -2.254
H 1.474 -2.322 -1.886
```

As for the multiplicity: 1.

=====

## two
Here is a molecular structure, C6H14N2O from OMol25. Energies are from ωB97M-V/def2-TZVPD.

The geometry in XYZ format:
```
23
Properties=species:S:1:pos:R:3
H -3.035 1.108 -1.880
C 2.721 -1.640 -0.223
H -1.329 0.631 -1.979
C -1.692 0.578 2.279
H -2.136 -0.427 2.249
N -1.671 1.243 0.997
C -2.062 1.196 -1.390
H -0.669 0.501 2.660
H 0.679 1.184 -0.159
C -2.116 0.628 -0.013
H 3.036 -2.039 -1.194
O 0.630 -0.618 -2.042
H -1.764 2.244 -1.359
H -2.252 1.189 2.993
H 2.412 1.191 -0.547
C 1.621 0.669 -0.003
H 2.445 -2.486 0.413
C 1.545 -0.749 -0.456
H 1.891 0.685 1.057
H 0.349 -2.295 -0.909
N 0.350 -1.283 -0.784
H 3.568 -1.117 0.219
H -2.521 -0.393 0.071
```

As for the multiplicity: 1.

=====

## three
Here is 2 unconnected molecules or ions with the total composition C6H14N2O from OMol25. Energies are from ωB97M-V/def2-TZVPD.

The geometry in XYZ format:
```
23
Properties=species:S:1:pos:R:3
C 0.758 0.617 1.660
C -2.156 0.640 0.138
H 1.460 -2.885 -0.036
H -1.743 1.555 -0.273
N 1.319 -2.045 0.510
H -2.220 0.726 1.221
H 0.217 -0.180 2.162
H 1.715 0.744 2.169
H 0.199 1.544 1.772
H 1.994 -0.988 -1.148
H 0.406 2.194 -0.694
C 1.258 1.508 -0.672
C 0.963 0.306 0.192
H 2.113 2.072 -0.282
C 1.524 -0.891 -0.173
H -1.100 -1.706 -1.917
H 1.475 1.218 -1.704
C -1.312 -0.562 -0.242
O -1.295 -1.572 0.500
N -1.201 -0.747 -1.623
H -3.161 0.506 -0.272
H 0.338 -2.026 0.946
H -1.549 -0.026 -2.233
```

As for the multiplicity: 1.

=====

## four
Here is C6H14N2O in the gas phase from OMol25. Energies are from ωB97M-V/def2-TZVPD.

The geometry in XYZ format:
```
23
Properties=species:S:1:pos:R:3
H -2.002 1.068 0.118
N -0.261 0.592 1.219
N -0.993 -0.754 -0.861
C 0.387 1.774 0.958
H -0.046 -2.598 -1.366
H 0.007 -0.577 -2.721
H 0.233 3.466 0.059
O -0.286 2.658 0.133
C 0.769 -1.890 0.545
H 0.809 -2.700 1.268
H -1.884 -0.956 -1.310
C -0.136 -0.014 -1.795
H 2.129 1.312 2.033
H -0.572 0.961 -2.002
C -0.349 -2.102 -0.432
H 0.827 0.153 -1.319
H 1.734 -1.798 0.053
C 1.624 2.028 1.409
H -1.177 -2.658 0.015
C -1.414 0.286 0.594
H 0.464 -0.735 1.131
H 2.146 2.936 1.144
H -2.008 -0.451 1.127
```

As for the multiplicity: 1.

=====

Relative energy of each structure, in kcal/mol: one 70.1; two 78.7; three 0.0; four 59.6.

=====

## one
Here is C2H4O2S in the gas phase from OMol25. Energies are from ωB97M-V/def2-TZVPD.

The geometry in XYZ format:
```
9
Properties=species:S:1:pos:R:3
C -0.234 -0.739 -0.146
H -0.084 -1.344 0.773
H -1.640 0.280 0.721
O 0.487 1.593 -0.142
H -0.036 -1.432 -0.939
H -0.441 1.572 0.036
C 0.929 0.302 -0.106
S 2.505 -0.118 -0.059
O -1.486 -0.113 -0.138
```

As for the multiplicity: 1.

=====

## two
Here is C2H4O2S in the gas phase from OMol25. Energies are from ωB97M-V/def2-TZVPD.

The geometry in XYZ format:
```
9
Properties=species:S:1:pos:R:3
O 2.796 -1.201 0.469
S 0.641 0.532 -0.163
H 3.985 0.727 0.134
H -1.431 -0.901 0.760
C 2.441 -0.159 0.041
O 3.152 0.903 -0.251
H -1.840 0.628 0.340
H -1.790 -0.464 -0.868
C -1.277 -0.180 0.029
```

As for the multiplicity: 1.

=====

Relative energy of each structure, in kcal/mol: one 0.0; two 18.4.

=====

## one
Here is C2H4O2S in the gas phase from OMol25. Energies are from ωB97M-V/def2-TZVPD.

The geometry in XYZ format:
```
9
Properties=species:S:1:pos:R:3
H 0.531 1.460 0.076
H 1.537 0.453 -1.019
H 0.065 -1.038 1.207
S -2.428 -0.002 -0.101
C -0.917 0.230 0.144
C 0.174 -0.801 0.155
O -0.394 1.451 0.116
O 1.457 0.012 -0.124
H -0.026 -1.766 -0.453
```

As for the multiplicity: 1.

=====

## two
Here is C2H4O2S in the gas phase from OMol25. Energies are from ωB97M-V/def2-TZVPD.

The geometry in XYZ format:
```
9
Properties=species:S:1:pos:R:3
S 0.233 0.417 0.434
O 0.234 1.586 -0.457
H -1.864 -0.913 -0.383
C -1.682 -0.166 0.378
O 2.836 -1.083 0.138
H 2.219 0.308 -1.259
C 2.086 -0.369 -0.409
H -2.189 0.765 0.181
H -1.873 -0.544 1.376
```

As for the multiplicity: 1.

=====

Relative energy of each structure, in kcal/mol: one 0.0; two 30.2.

=====

## one
Here is 8 unconnected molecules or ions with the total composition C24H56N8O8 from OMol25. Energies are from ωB97M-V/def2-TZVPD.

The geometry in XYZ format:
```
96
Properties=species:S:1:pos:R:3
N 7.309 11.378 13.949
H 13.600 15.089 9.317
O 8.262 17.967 12.982
H 9.319 20.886 6.843
H 13.571 20.145 14.616
H 8.816 20.833 10.723
H 9.821 11.046 7.617
H 8.445 17.674 6.497
H 14.537 18.735 14.881
H 12.181 19.675 12.801
H 7.847 14.070 10.998
O 11.402 13.353 10.854
H 9.574 19.428 11.306
H 11.783 13.691 8.354
O 12.042 7.683 11.932
H 7.278 12.664 12.355
C 6.522 11.049 15.143
H 11.068 8.336 9.156
N 7.391 19.472 11.427
O 8.938 10.712 12.538
C 13.261 10.991 12.335
H 8.819 18.163 8.105
C 8.647 18.558 7.103
H 7.032 10.272 15.713
H 6.082 13.029 13.569
H 10.977 10.545 8.856
H 12.265 12.279 7.359
O 13.512 13.235 5.445
N 9.878 19.049 6.540
H 5.859 11.602 12.414
C 10.692 17.985 6.079
C 9.918 10.582 8.599
H 7.434 9.619 8.533
H 15.906 18.924 12.122
N 9.428 9.242 8.308
O 9.768 7.043 8.299
C 12.612 18.696 12.595
H 10.156 17.523 5.249
H 13.670 11.727 11.642
O 14.632 17.786 10.972
H 6.247 11.912 15.748
O 11.065 20.779 5.775
C 14.374 14.687 8.663
C 10.549 15.874 9.920
H 7.927 15.731 11.123
H 10.448 16.752 10.558
N 9.716 14.740 10.420
H 8.854 10.195 14.539
H 11.674 9.157 13.193
N 14.027 18.896 12.833
H 12.931 12.591 9.008
C 8.129 9.276 7.766
H 14.440 10.010 10.024
H 7.781 15.150 9.517
H 14.760 14.810 6.045
C 14.301 19.494 14.135
H 6.282 18.448 12.886
C 10.088 20.317 6.298
H 10.280 16.079 8.884
C 10.086 8.152 8.693
C 14.914 18.495 11.914
C 12.212 8.819 12.294
H 11.607 15.615 9.947
H 14.883 13.970 9.306
C 7.305 18.617 12.517
H 5.888 19.726 9.882
N 13.752 13.884 7.622
H 12.392 18.452 11.555
N 13.145 9.664 11.753
H 6.161 21.128 10.998
H 7.968 9.986 6.955
H 11.709 18.274 5.813
H 12.300 11.423 12.612
H 8.681 19.241 9.791
H 7.698 8.345 7.399
H 10.843 17.260 6.878
H 15.052 9.142 11.437
C 6.538 12.209 13.014
C 12.604 13.034 8.067
H 9.275 11.059 9.339
H 15.242 20.025 13.990
C 8.690 19.750 10.755
H 12.174 17.983 13.294
H 13.892 8.329 10.347
C 6.166 20.044 10.887
H 13.860 11.032 13.244
C 14.085 13.982 6.310
H 5.615 10.530 14.833
H 15.028 15.518 8.400
H 9.436 12.970 11.243
C 10.222 13.640 10.861
C 14.185 9.280 10.792
C 8.441 10.725 13.666
H 7.756 19.173 6.977
C 8.263 14.927 10.469
H 5.302 19.746 11.481
```

As for the multiplicity: 1.

=====

## two
Here is 8 unconnected molecules or ions with the total composition C24H56N8O8 from OMol25. Energies are from ωB97M-V/def2-TZVPD.

The geometry in XYZ format:
```
96
Properties=species:S:1:pos:R:3
C -2.238 -4.136 -5.346
H -1.614 -1.495 -6.924
H -0.320 5.588 6.260
O 3.805 5.345 -2.622
N -1.665 5.471 4.700
H 5.937 7.800 -1.958
C 0.657 -1.285 9.747
H -1.100 1.103 0.362
C 4.502 -0.456 -6.160
C -1.309 0.090 9.624
H 3.052 1.644 -6.684
O 5.021 -1.530 -5.826
N -0.237 -6.519 2.895
C -1.404 -5.918 3.133
H 0.070 -0.973 7.186
H -0.541 3.878 5.706
H 5.602 -1.264 -8.336
H 0.976 -0.897 10.715
H -1.731 -0.910 7.383
C 4.047 5.572 -1.434
H -7.122 -0.196 -2.364
C 0.979 -5.842 3.198
N 4.318 0.038 -7.379
O -0.744 5.226 2.708
H 5.217 7.405 0.781
H 0.204 -7.109 0.893
H 0.445 -3.385 -6.472
H 6.271 6.228 -2.784
C -2.831 5.606 5.514
H -5.296 -2.534 -1.213
C -6.008 -2.135 -0.491
H 5.248 0.261 -9.221
C -6.251 0.081 -1.770
C 4.842 -0.521 -8.578
H 1.691 -6.536 3.646
H -0.105 -5.084 -6.546
O -0.279 -0.445 1.452
C -2.213 -2.379 -7.143
C -0.787 -1.274 7.788
H -6.494 1.135 -1.641
H 7.153 6.586 -1.342
H 4.376 5.942 1.023
H -2.077 0.371 8.886
H 0.831 -5.165 4.040
H 0.728 -1.855 -1.870
C -0.487 0.188 0.398
N -5.972 -0.643 -0.526
O -1.845 -5.109 -4.748
C -0.350 -4.053 -6.804
C -0.476 4.925 5.409
H -5.547 -0.640 1.392
H 3.910 1.936 -8.174
H 0.865 -8.192 1.990
H 1.966 -0.999 -1.229
H -3.182 -3.634 -5.086
H 6.188 5.975 1.053
H 3.404 5.269 -0.593
C 3.397 1.165 -7.600
H -3.146 -1.984 -6.740
H -0.644 -0.046 -2.734
C -0.183 0.617 -2.002
H -6.990 -2.500 -0.790
H 2.543 0.767 -8.149
C -0.038 -7.600 1.835
H -3.598 6.075 4.898
H -5.985 -2.602 0.494
O -1.274 0.416 10.812
C 0.934 -1.252 -0.986
H -0.880 -8.238 1.566
C 6.192 6.748 -1.830
H 4.037 -1.018 -9.120
N -0.474 -0.721 9.095
C 5.283 6.338 0.567
H -1.283 -5.213 3.970
H -0.102 -3.957 -7.861
H 0.354 5.007 4.708
H -0.892 1.433 -1.867
H 0.726 1.072 -2.395
N 5.094 6.209 -0.969
H -2.560 6.164 3.054
H -2.331 -2.583 -8.207
H 4.200 0.183 -5.316
N 0.114 -0.091 -0.776
H -3.178 4.708 6.024
N -1.667 -3.557 -6.410
O -5.597 1.327 0.662
C -1.674 5.606 3.394
O -2.457 -6.258 2.599
H -5.378 -0.081 -2.402
H -0.803 -2.347 7.979
H 1.494 -5.412 2.340
H 1.486 -0.961 9.118
H -2.666 6.344 6.299
H 0.933 -2.021 -0.214
H 0.644 -2.375 9.755
C -5.709 0.089 0.583
```

As for the multiplicity: 1.

=====

Relative energy of each structure, in kcal/mol: one 0.0; two 21.7.

=====

## one
Here is C3H2FNOS in the gas phase from OMol25. Energies are from ωB97M-V/def2-TZVPD.

The geometry in XYZ format:
```
9
Properties=species:S:1:pos:R:3
C -0.829 0.637 -0.044
C -1.032 -0.691 -0.182
H 1.032 1.729 0.231
F -2.123 -1.389 0.097
N 0.512 0.804 -0.079
H -1.521 1.433 0.247
C 1.107 -0.356 -0.151
S 2.672 -0.889 0.031
O 0.181 -1.277 -0.151
```

As for the multiplicity: 1.

=====

## two
Here is C3H2FNOS in the gas phase from OMol25. Energies are from ωB97M-V/def2-TZVPD.

The geometry in XYZ format:
```
9
Properties=species:S:1:pos:R:3
O -0.059 -1.124 2.260
H -1.694 1.320 0.790
C 0.895 -1.166 -0.237
C -0.741 0.788 0.363
F 2.082 -1.675 -0.370
C -0.457 0.729 -1.000
S 0.441 -0.258 1.187
H -1.047 1.382 -1.577
N 0.580 0.005 -1.416
```

As for the multiplicity: 1.

=====

Relative energy of each structure, in kcal/mol: one 0.0; two 92.2.

=====

## one
Here is C6H11P in the gas phase from OMol25. Energies are from ωB97M-V/def2-TZVPD.

The geometry in XYZ format:
```
18
Properties=species:S:1:pos:R:3
C 2.568 0.564 0.470
P 0.258 -1.061 -0.164
H 2.930 0.102 -0.402
H -1.966 -1.520 1.491
H -2.067 -1.225 -1.163
H 2.991 1.662 0.608
H -3.343 -0.514 0.941
C -1.609 -0.597 -0.443
H 0.659 1.321 -0.253
H -1.683 0.469 -0.705
H 0.556 0.631 1.432
C 0.531 -0.956 -1.881
H 2.657 0.154 1.410
H -1.658 0.206 1.567
C 0.851 -1.124 -3.003
C 0.961 0.551 0.464
C -2.152 -0.600 1.018
H 0.914 -1.294 -4.070
```

As for the multiplicity: 1.

=====

## two
Here is 2 unconnected molecules or ions with the total composition C6H11P from OMol25. Energies are from ωB97M-V/def2-TZVPD.

The geometry in XYZ format:
```
18
Properties=species:S:1:pos:R:3
H 1.357 1.855 0.264
H 2.864 0.042 -0.393
H -1.512 -2.677 -3.964
C -1.872 -2.146 -3.038
H 3.343 0.928 1.221
P -2.458 -1.383 -1.835
H -2.402 -0.560 1.109
H 0.390 -0.606 -0.463
C -1.132 0.761 0.198
C 0.151 0.039 0.455
H 1.206 1.329 1.956
H -0.088 -0.757 1.186
C 2.628 0.174 0.734
C -2.298 0.418 0.643
H -0.876 1.517 -0.475
H 2.513 -0.875 1.023
C 1.309 0.912 0.852
H -3.124 1.030 0.525
```

As for the multiplicity: 1.

=====

Relative energy of each structure, in kcal/mol: one 0.0; two 11.9.